{"formula": "C31H57CoN2OP2S", "method": "ωB97M-V with the def2-TZVPD basis set", "gap_ev": [7.17, 6.16], "total_charge": 1, "fmax_ha_per_bohr": 0.110, "multiplicity": 4, "homo_ev": [-9.3, -10.5], "elements": ["C", "C", "C", "C", "C", "H", "H", "H", "N", "P", "P", "C", "H", "H", "C", "O", "C", "H", "C", "C", "C", "C", "C", "H", "H", "H", "C", "H", "H", "H", "C", "H", "H", "H", "C", "H", "H", "H", "C", "H", "H", "H", "C", "H", "H", "H", "C", "H", "H", "H", "C", "H", "H", "H", "C", "H", "H", "H", "C", "H", "H", "H", "C", "H", "H", "H", "C", "H", "H", "H", "Co", "N", "C", "C", "C", "C", "C", "H", "H", "H", "H", "H", "H", "H", "H", "H", "C", "S", "C", "H", "H", "H", "H", "H", "H"], "xyz": [[-0.9129, -2.4639, -1.9563], [1.3345, -2.1808, -1.2627], [-0.5776, -3.6173, -2.6634], [1.6610, -3.4534, -1.7951], [0.7005, -4.1677, -2.4839], [-1.3406, -4.0991, -3.2746], [2.7120, -3.7556, -1.7378], [0.9639, -5.1163, -2.9502], [-0.0085, -1.8666, -1.1648], [-2.4985, -0.8506, -0.4434], [2.3022, 0.4111, -0.3566], [-2.2855, -1.8069, -2.0176], [-2.3135, -1.1282, -2.8931], [-3.0627, -2.5615, -2.2157], [-0.3735, 0.9802, 0.9669], [-0.2570, 1.8650, 1.7269], [2.3496, -1.2133, -1.0307], [3.3572, -1.6054, -1.2457], [3.4556, 1.1278, -1.8210], [3.4052, 0.5088, 1.2721], [-3.7225, 0.5391, -0.8164], [-3.1838, -2.2243, 0.6992], [3.0183, 2.5853, -1.9245], [3.3085, 3.1802, -1.0475], [3.4487, 3.0635, -2.8212], [1.9271, 2.6537, -2.0004], [4.9631, 1.0217, -1.5844], [5.3207, 1.5574, -0.6987], [5.2783, -0.0296, -1.5357], [5.4778, 1.4530, -2.4614], [3.2136, 0.3509, -3.1212], [3.6436, 0.9219, -3.9640], [3.6902, -0.6374, -3.1002], [2.1466, 0.1723, -3.3210], [3.7618, 1.9905, 1.4851], [2.8496, 2.6021, 1.5494], [4.3001, 2.0952, 2.4392], [4.4010, 2.4122, 0.7025], [2.5937, 0.0430, 2.4777], [1.7070, 0.6604, 2.6551], [2.2695, -0.9991, 2.3718], [3.2189, 0.1009, 3.3838], [4.6289, -0.4046, 1.2286], [5.3438, -0.1704, 0.4390], [5.1658, -0.2935, 2.1855], [4.3210, -1.4528, 1.1287], [-3.5287, -1.5894, 2.0471], [-3.9490, -2.3701, 2.6976], [-2.6166, -1.2037, 2.5335], [-4.2622, -0.7776, 1.9713], [-2.0913, -3.2804, 0.9072], [-1.8473, -3.8193, -0.0158], [-1.1751, -2.8324, 1.3124], [-2.4434, -4.0140, 1.6451], [-4.4126, -2.9104, 0.0940], [-4.6408, -3.7953, 0.7037], [-5.2985, -2.2709, 0.1087], [-4.2502, -3.2628, -0.9299], [-3.6016, 0.8667, -2.3074], [-3.9895, 0.0588, -2.9415], [-4.1839, 1.7722, -2.5366], [-2.5550, 1.0587, -2.5742], [-3.3618, 1.8011, -0.0033], [-2.3936, 2.2262, -0.3036], [-4.1333, 2.5639, -0.1956], [-3.3396, 1.6062, 1.0782], [-5.1716, 0.1499, -0.5094], [-5.4966, -0.7106, -1.1060], [-5.3364, -0.0486, 0.5566], [-5.8172, 0.9988, -0.7846], [-0.4226, -0.2052, -0.2751], [-0.1572, 0.7414, -1.8026], [0.3220, 1.1829, -2.7880], [0.0817, 2.1738, -3.9581], [1.1526, 2.0114, -5.0269], [-1.2760, 1.8899, -4.5931], [0.0699, 3.6056, -3.4206], [2.1495, 2.2379, -4.6292], [1.1528, 0.9725, -5.3888], [0.9583, 2.6849, -5.8773], [-2.0812, 2.2681, -3.9522], [-1.3826, 2.4380, -5.5388], [-1.4214, 0.8196, -4.8006], [-0.2493, 4.2940, -4.2185], [-0.6574, 3.6999, -2.5979], [1.0514, 3.9401, -3.0668], [0.0501, -2.5191, 4.0152], [-0.3391, -1.0666, 3.0138], [-0.7925, 0.1023, 4.3190], [0.7183, -3.1530, 3.4177], [-0.8783, -3.0592, 4.2411], [0.5564, -2.2056, 4.9356], [-1.1410, -0.4534, 5.1952], [0.0826, 0.7078, 4.5797], [-1.5952, 0.7542, 3.9580]], "forces_ev_per_angstrom": [[0.2708, 0.1061, 0.5442], [-0.4614, -0.3030, -0.3725], [0.0700, -0.3823, 0.1307], [0.5158, 0.4328, -0.1462], [-0.2265, -0.0089, -0.2435], [0.3230, 0.0598, 0.1002], [-0.5064, -0.1299, -0.1278], [-0.1212, 0.2070, 0.1178], [1.0693, -0.1095, -1.2898], [-1.2626, -0.4793, -0.0693], [1.0988, 1.2773, 0.3403], [0.0938, -0.4342, -0.4276], [0.2489, -0.2701, 0.5522], [0.3113, 0.2483, 0.1005], [0.5465, 4.4464, 3.4828], [-0.5524, -2.2258, -1.8854], [0.6836, -2.3326, 0.9435], [-0.4632, 0.0043, 0.0969], [-0.0932, -0.1984, 0.8333], [0.1208, -0.3902, -0.5753], [-0.4170, -0.3416, 0.1134], [-0.2556, 0.6070, -0.5109], [-0.0620, 0.2944, -0.2682], [0.0048, -0.2289, -0.2241], [-0.0221, -0.0867, 0.2562], [0.4006, -0.0096, 0.1193], [0.2619, 0.1160, -0.1890], [-0.0762, -0.2021, -0.3325], [-0.0281, 0.3032, 0.0372], [-0.1645, -0.0560, 0.2335], [-0.3123, 0.0053, -0.2359], [-0.1199, -0.2959, 0.3213], [-0.0006, 0.3304, -0.0540], [0.4420, 0.0610, -0.0929], [-0.0629, 0.0323, -0.0793], [0.2005, -0.1319, -0.0086], [-0.1447, -0.0747, -0.2005], [-0.1760, -0.1108, 0.2373], [-0.2818, 0.0398, 0.0384], [0.2608, -0.1563, -0.1042], [0.0991, 0.2711, -0.0183], [-0.0463, 0.0262, -0.2924], [0.4176, 0.1113, 0.1127], [-0.1964, -0.1120, 0.2425], [-0.1265, -0.1572, -0.2310], [0.0981, 0.1487, 0.0518], [0.0467, 0.0816, 0.3624], [0.0133, 0.1842, -0.0676], [-0.5914, -0.1811, -0.2624], [0.1448, -0.2705, 0.0219], [0.2842, 0.0837, 0.0614], [-0.0830, 0.0406, 0.1926], [-0.1949, -0.1480, -0.2118], [-0.0275, 0.1140, -0.1640], [-0.2526, -0.2019, 0.2470], [0.0035, 0.1190, -0.1080], [0.2192, -0.2248, 0.0242], [-0.0702, 0.0168, 0.2368], [0.0218, 0.1218, -0.0326], [0.0429, 0.2194, 0.1345], [0.1360, -0.1713, 0.1164], [-0.3892, -0.1143, 0.1352], [0.0015, -0.0819, -0.0440], [-0.2203, -0.1957, 0.0913], [0.2001, -0.2161, 0.0898], [0.0193, 0.0435, -0.2415], [-0.3215, 0.3601, -0.1831], [0.0580, 0.2307, 0.1634], [-0.0155, 0.0052, -0.3769], [0.0982, -0.2049, 0.0776], [0.4147, -1.4362, 1.2430], [1.8076, 2.1383, -4.5834], [-3.5662, 0.6487, 1.5869], [0.8533, -0.1960, -0.3088], [0.4676, -0.1188, -0.2516], [-0.6719, -0.1712, 0.0813], [-0.1639, 0.3933, 0.4380], [-0.3162, -0.0140, -0.1988], [0.0938, 0.3196, -0.0569], [-0.0174, -0.2452, 0.3661], [0.1955, -0.2801, -0.1836], [0.3329, -0.1403, 0.1818], [-0.0341, 0.3072, 0.0740], [0.1105, -0.3350, 0.1353], [0.2698, 0.0031, -0.2176], [-0.3269, -0.0664, -0.1563], [-0.0970, -0.0742, -0.0863], [0.0605, -0.2389, 0.5471], [0.0702, 0.1155, 0.0088], [-0.1862, 0.0904, 0.2679], [0.3465, 0.0143, 0.0915], [-0.0739, -0.1988, -0.2476], [0.0139, 0.1544, -0.1855], [-0.2575, -0.0541, 0.0650], [0.1928, -0.1267, 0.1005]], "lowdin_charge": [-0.310, -0.278, -0.002, -0.002, -0.031, 0.125, 0.125, 0.120, 0.015, 1.111, 1.142, -0.222, 0.084, 0.085, -0.318, 0.064, -0.197, 0.087, -0.616, -0.650, -0.656, -0.648, -0.108, 0.082, 0.098, 0.031, -0.096, 0.065, 0.079, 0.101, -0.113, 0.096, 0.083, 0.049, -0.087, 0.087, 0.098, 0.053, -0.149, 0.029, 0.052, 0.100, -0.097, 0.049, 0.095, 0.083, -0.101, 0.099, 0.003, 0.065, -0.091, 0.078, 0.029, 0.100, -0.085, 0.096, 0.062, 0.068, -0.116, 0.089, 0.104, 0.029, -0.088, 0.065, 0.094, 0.084, -0.094, 0.079, 0.069, 0.095, 0.079, 0.102, -0.051, -0.554, -0.055, -0.051, -0.036, 0.062, 0.101, 0.104, 0.070, 0.103, 0.100, 0.106, 0.100, 0.073, -0.358, 0.752, -0.346, 0.040, 0.041, 0.048, 0.049, 0.042, 0.038]}